No. 1
The following is a DFT calculation (ωB97M-V/def2-TZVPD) of C5H6N as an isolated structure at a distorted geometry.

Last column: Löwdin charge in e.
Cartesian coordinates (Å):
N  0.17  -0.07  -0.13  -0.168
C  -1.86  -0.03  -0.03  -0.224
C  1.53  -0.05  -0.27  0.009
C  -0.67  1.06  0.04  0.179
C  -0.76  -0.95  -0.18  0.078
C  -3.13  -0.06  -0.16  0.340
H  2.00  -0.04  0.69  0.116
H  -4.16  0.06  -0.13  0.061
H  1.73  0.93  -0.76  0.133
H  1.84  -0.92  -0.90  0.140
H  -0.55  1.71  -0.86  0.148
H  -0.58  -1.98  -0.57  0.187

The value obtained for the energy above the lowest of the compared OMol25 structures with the same formula, charge and spin is 154.0 kcal per mole. The calculation puts the total energy at -248.3703 hartree. Its charge is +1. The HOMO-LUMO gap (alpha / beta) comes out at 7.67 / 9.40 eV. For the LUMO energy (alpha / beta), the calculation gives -6.20 / -5.35 eV.

---

No. 2
The following is a DFT calculation (ωB97M-V/def2-TZVPD) of C34H46Li2O18S as an isolated structure at a distorted geometry.

Last column: Löwdin charge in e.
Cartesian coordinates (Å):
S  -0.77  -0.36  0.09  0.209
O  2.18  2.02  0.88  0.047
O  -8.38  0.71  -0.60  -0.014
O  -0.70  2.76  2.25  0.039
O  5.36  -3.96  2.16  -0.029
O  6.39  1.05  -2.33  0.048
O  0.02  0.38  1.07  -0.328
O  -1.13  2.62  -2.50  -0.136
O  0.05  -0.85  -1.00  -0.329
O  -1.70  0.56  -0.49  -0.376
O  1.94  0.37  3.37  -0.098
O  -0.10  -0.43  -3.57  -0.024
O  3.76  2.35  -6.27  0.002
O  -0.12  -2.20  3.25  -0.236
O  -1.43  -1.44  0.63  -0.352
O  -1.22  -3.77  -0.51  -0.129
O  -3.92  -2.45  -0.33  0.051
O  1.79  -2.54  -1.76  0.014
O  -5.23  3.43  5.34  -0.032
C  4.74  -4.00  -0.11  -0.005
C  5.50  1.19  -1.41  -0.435
C  0.68  0.38  -4.22  -0.416
C  2.38  -2.82  0.56  -0.018
C  -7.29  -1.28  -1.18  0.003
C  0.56  0.75  -5.55  -0.016
C  -1.37  -4.88  -1.14  -0.227
C  3.09  1.76  -0.07  -0.332
C  2.74  1.72  -5.65  -0.356
C  -4.08  3.30  4.58  -0.278
C  3.92  2.79  -0.57  -0.006
C  -6.14  -2.08  -1.11  -0.005
C  2.70  -2.92  -0.77  -0.299
C  -0.09  -2.86  4.42  -0.204
C  2.00  0.61  -3.64  0.024
C  -3.82  2.01  3.93  0.012
C  -6.05  0.34  0.25  -0.006
C  1.67  1.42  4.19  -0.165
C  -2.64  1.82  3.20  0.033
C  -3.04  4.27  4.59  0.028
C  3.06  1.32  -4.29  0.073
C  1.61  1.40  -6.27  -0.045
C  -5.06  -1.70  -0.40  -0.313
C  3.56  0.44  -0.05  0.055
C  4.69  0.16  -0.97  0.033
C  -2.01  4.13  3.58  -0.020
C  -4.93  -0.47  0.27  -0.040
C  5.18  2.56  -1.19  0.003
C  -7.29  -0.09  -0.46  -0.304
C  3.24  -3.20  1.63  0.015
C  -1.75  2.96  3.05  -0.381
C  3.86  -3.61  -1.14  0.010
C  4.40  -3.79  1.21  -0.402
C  -0.25  3.57  -2.67  -0.252
Li  -2.64  2.13  -1.21  0.791
Li  -1.16  -3.15  1.68  0.758
H  -2.09  -5.48  -0.60  0.077
H  -4.21  -0.24  0.98  0.087
H  -0.63  -3.18  -0.96  0.062
H  3.91  1.57  -3.71  0.084
H  -0.45  0.59  -6.04  0.127
H  1.43  1.51  0.80  -0.009
H  -3.27  -1.96  0.15  0.022
H  0.17  -1.19  3.39  0.154
H  -0.72  1.82  -2.79  0.059
H  3.87  2.94  -7.08  0.148
H  0.13  -0.92  -2.55  0.166
H  -5.85  2.59  5.49  0.173
H  0.65  1.98  4.04  0.123
H  -0.01  -3.97  4.24  0.102
H  2.06  0.07  -2.80  0.048
H  1.60  0.96  5.20  0.080
H  0.81  -2.46  4.89  0.085
H  2.85  -3.16  2.61  0.105
H  1.48  -2.43  0.94  0.071
H  -8.11  -1.60  -1.67  0.083
H  0.88  3.31  -2.48  0.118
H  -0.18  3.96  -3.69  0.075
H  4.84  -0.89  -1.08  0.086
H  -1.14  4.73  3.41  0.126
H  -3.21  5.22  4.97  0.087
H  -4.46  1.26  3.91  0.051
H  3.32  3.80  -0.63  0.144
H  -0.63  1.84  1.99  0.039
H  5.62  -4.74  -0.13  0.150
H  4.11  -3.77  -2.13  0.097
H  -1.75  -4.68  -2.27  0.156
H  -0.57  -5.57  -1.12  0.066
H  -2.56  1.00  2.71  0.033
H  -6.25  -3.02  -1.55  0.103
H  2.99  -0.19  0.40  0.031
H  1.28  -1.80  -1.40  0.006
H  1.21  1.72  -7.17  0.087
H  6.88  0.20  -2.14  0.156
H  -5.98  1.37  0.79  0.133
H  2.53  1.99  4.25  0.054
H  5.61  3.35  -1.75  0.101
H  5.57  -3.05  2.68  0.191
H  -0.38  4.59  -2.03  0.133
H  1.27  0.24  2.73  -0.008
H  -8.31  1.74  -0.58  0.164
H  -1.06  -2.49  5.04  0.136

The value obtained for the energy above the lowest of the compared OMol25 structures with the same formula, charge and spin is 36.5 kcal per mole. The calculation puts the total energy at -3090.4915 hartree. The HOMO-LUMO gap comes out at 6.48 eV. For the LUMO energy, the calculation gives -0.68 eV.

---

> What is the energy above the lowest of the compared OMol25 structures with the same formula, charge and spin in the second record?

36.5 kcal per mole